{
  "formula": "C5H10O2",
  "method": "ωB97M-V with the def2-TZVPD basis set",
  "de_lowest_kj_mol": 228.1,
  "total_energy_ha": -346.9386,
  "spin_multiplicity": 1,
  "homo_energy_ev": -8.28,
  "symbols": ["C", "C", "C", "C", "C", "O", "H", "H", "H", "H", "H", "H", "H", "H", "O", "H", "H"],
  "positions_angstrom": [[-1.42, 1.09, 2.93], [-0.94, 0.06, 1.95], [-0.04, 0.30, 1.00], [0.34, -0.63, -0.07], [1.30, -0.29, -0.91], [1.78, -1.06, -1.96], [-2.16, 0.66, 3.61], [-0.63, 1.46, 3.59], [-1.90, 1.93, 2.42], [-1.21, -0.96, 2.18], [0.48, 1.26, 0.97], [-0.22, -1.57, -0.03], [1.88, 0.61, -0.73], [1.70, -1.97, -1.66], [0.02, -0.14, -4.28], [0.70, -0.64, -3.82], [0.33, -0.10, -5.19]]
}

=====

{
  "formula": "C5H10O2",
  "method": "ωB97M-V with the def2-TZVPD basis set",
  "de_lowest_kj_mol": 316.5,
  "total_energy_ha": -346.9049,
  "spin_multiplicity": 1,
  "homo_energy_ev": -9.47,
  "symbols": ["C", "C", "O", "C", "C", "C", "O", "H", "H", "H", "H", "H", "H", "H", "H", "H", "H"],
  "positions_angstrom": [[-1.34, -1.62, 0.55], [-0.35, -0.52, 0.79], [0.73, -1.00, -0.67], [1.34, 0.16, -1.13], [1.13, 1.17, -0.04], [-0.43, 0.94, 0.47], [-1.43, 1.27, -0.46], [-0.71, -2.49, 0.37], [-1.94, -1.44, -0.34], [-2.01, -1.86, 1.39], [0.18, -0.63, 1.75], [1.04, 0.52, -2.14], [2.45, 0.21, -1.11], [1.77, 0.84, 0.80], [1.43, 2.17, -0.37], [-0.52, 1.64, 1.31], [-1.35, 0.62, -1.18]]
}

=====

{
  "formula": "C5H10O2",
  "method": "ωB97M-V with the def2-TZVPD basis set",
  "de_lowest_kj_mol": 257.9,
  "total_energy_ha": -346.9272,
  "spin_multiplicity": 1,
  "homo_energy_ev": -9.77,
  "symbols": ["C", "C", "C", "C", "O", "H", "H", "H", "H", "H", "H", "H", "H", "C", "O", "H", "H"],
  "positions_angstrom": [[1.24, 0.25, -1.28], [0.13, -0.41, -0.98], [-1.14, 0.28, -0.52], [-2.05, -0.60, 0.34], [-0.87, 1.53, 0.10], [2.14, -0.25, -1.61], [1.26, 1.34, -1.20], [0.09, -1.50, -1.06], [-1.71, 0.54, -1.42], [-2.98, -0.07, 0.55], [-2.29, -1.53, -0.18], [-1.57, -0.86, 1.30], [-0.36, 1.34, 0.91], [2.03, -0.02, 1.25], [1.09, 0.25, 1.97], [2.74, 0.75, 0.91], [2.26, -1.04, 0.93]]
}

=====

{
  "formula": "C5H10O2",
  "method": "ωB97M-V with the def2-TZVPD basis set",
  "de_lowest_kj_mol": 196.5,
  "total_energy_ha": -346.9506,
  "spin_multiplicity": 1,
  "homo_energy_ev": -9.83,
  "symbols": ["C", "C", "O", "C", "C", "C", "O", "H", "H", "H", "H", "H", "H", "H", "H", "H", "H"],
  "positions_angstrom": [[2.21, 0.01, 0.22], [0.99, 0.05, -0.70], [0.72, -1.21, -1.29], [-0.21, 0.61, 0.06], [-1.63, 0.35, -0.46], [-1.87, -0.24, 0.93], [-0.47, -0.16, 1.25], [3.05, -0.45, -0.30], [2.49, 1.02, 0.52], [1.98, -0.57, 1.12], [1.19, 0.71, -1.55], [0.17, -1.72, -0.69], [-0.02, 1.66, 0.30], [-2.22, 1.22, -0.73], [-1.66, -0.39, -1.27], [-2.24, -1.27, 0.99], [-2.48, 0.39, 1.60]]
}

=====

{
  "formula": "C5H10O2",
  "method": "ωB97M-V with the def2-TZVPD basis set",
  "de_lowest_kj_mol": 362.2,
  "total_energy_ha": -346.8875,
  "spin_multiplicity": 1,
  "homo_energy_ev": -9.55,
  "symbols": ["C", "C", "O", "C", "C", "C", "O", "H", "H", "H", "H", "H", "H", "H", "H", "H", "H"],
  "positions_angstrom": [[1.84, 1.11, -0.27], [0.40, 0.52, -0.88], [0.73, -0.72, -1.45], [-0.55, 0.41, 0.28], [-1.77, -0.51, 0.08], [-1.02, -1.45, 1.03], [-0.02, -0.45, 1.30], [2.81, 0.94, -0.81], [1.69, 2.18, -0.31], [2.00, 0.76, 0.76], [0.05, 1.23, -1.64], [1.59, -0.33, -1.09], [-0.74, 1.42, 0.66], [-2.70, -0.11, 0.49], [-1.92, -0.88, -0.93], [-0.58, -2.33, 0.54], [-1.54, -1.75, 1.95]]
}

=====

{
  "formula": "C5H10O2",
  "method": "ωB97M-V with the def2-TZVPD basis set",
  "de_lowest_kj_mol": 489.1,
  "total_energy_ha": -346.8391,
  "spin_multiplicity": 1,
  "homo_energy_ev": -9.38,
  "symbols": ["C", "O", "C", "C", "O", "C", "C", "H", "H", "H", "H", "H", "H", "H", "H", "H", "H"],
  "positions_angstrom": [[-1.28, -0.73, -1.13], [0.50, -0.54, -1.30], [0.95, 0.55, -0.58], [-0.20, 1.57, -0.44], [-0.68, 0.83, 0.70], [0.66, 0.32, 0.92], [0.70, -1.08, 1.50], [-2.18, -0.25, -0.62], [-1.24, -0.47, -2.16], [-1.17, -1.75, -0.83], [1.94, 0.91, -0.88], [-0.93, 1.65, -1.24], [0.07, 2.57, -0.11], [1.19, 1.05, 1.53], [1.68, -1.29, 1.93], [-0.05, -1.17, 2.29], [0.51, -1.83, 0.73]]
}

=====

{
  "formula": "C5H10O2",
  "method": "ωB97M-V with the def2-TZVPD basis set",
  "de_lowest_kj_mol": 245.1,
  "total_energy_ha": -346.9321,
  "spin_multiplicity": 1,
  "homo_energy_ev": -8.41,
  "symbols": ["C", "C", "O", "C", "C", "C", "H", "H", "H", "H", "H", "H", "H", "H", "O", "H", "H"],
  "positions_angstrom": [[2.71, -0.04, 0.40], [1.38, 0.04, 0.31], [0.69, 1.15, -0.08], [0.58, -1.24, 0.20], [-0.57, -1.20, -0.47], [-1.61, -2.30, -0.53], [3.40, 0.79, 0.37], [3.09, -1.02, 0.65], [1.24, 1.89, 0.19], [0.91, -2.10, 0.76], [-0.78, -0.28, -1.00], [-2.52, -1.91, -0.97], [-1.83, -2.56, 0.51], [-1.15, -3.20, -0.94], [-2.05, 3.69, 0.33], [-1.19, 3.65, -0.09], [-2.29, 4.62, 0.37]]
}

=====

{
  "formula": "C5H10O2",
  "method": "ωB97M-V with the def2-TZVPD basis set",
  "de_lowest_kj_mol": 179.2,
  "total_energy_ha": -346.9572,
  "spin_multiplicity": 1,
  "homo_energy_ev": -9.22,
  "symbols": ["C", "C", "O", "C", "C", "C", "O", "H", "H", "H", "H", "H", "H", "H", "H", "H", "H"],
  "positions_angstrom": [[-1.45, 1.03, 0.54], [-0.29, 0.11, 0.84], [-0.56, -0.74, 1.91], [1.13, 0.60, 0.62], [0.53, -0.47, -0.28], [0.12, -0.25, -1.72], [0.91, -1.79, 0.00], [-1.76, 1.52, 1.47], [-1.17, 1.81, -0.18], [-2.30, 0.47, 0.14], [-0.14, -1.58, 1.69], [1.86, 0.26, 1.35], [1.28, 1.61, 0.24], [0.81, -0.78, -2.39], [-0.88, -0.66, -1.88], [0.11, 0.80, -2.00], [1.79, -1.94, -0.38]]
}

=====

{
  "formula": "C5H10O2",
  "method": "ωB97M-V with the def2-TZVPD basis set",
  "de_lowest_kj_mol": 209.7,
  "total_energy_ha": -346.9456,
  "spin_multiplicity": 1,
  "homo_energy_ev": -10.06,
  "symbols": ["C", "C", "C", "C", "O", "C", "O", "H", "H", "H", "H", "H", "H", "H", "H", "H", "H"],
  "positions_angstrom": [[-1.22, -1.22, 0.52], [-0.60, -0.04, -0.19], [0.84, -0.17, -0.65], [1.84, 0.04, 0.47], [1.84, 1.38, 0.91], [-1.44, 0.93, -0.88], [-0.99, 1.18, 0.45], [-1.11, -2.16, -0.04], [-0.75, -1.34, 1.50], [-2.29, -1.04, 0.70], [1.04, 0.58, -1.43], [0.95, -1.16, -1.11], [2.85, -0.19, 0.12], [1.61, -0.66, 1.30], [0.92, 1.65, 1.00], [-2.47, 0.62, -1.04], [-1.01, 1.62, -1.60]]
}

=====

{
  "formula": "C5H10O2",
  "method": "ωB97M-V with the def2-TZVPD basis set",
  "de_lowest_kj_mol": 827.7,
  "total_energy_ha": -346.7102,
  "spin_multiplicity": 1,
  "homo_energy_ev": [-9.64, -9.93],
  "symbols": ["O", "C", "C", "C", "C", "O", "C", "H", "H", "H", "H", "H", "H", "H", "H", "H", "H"],
  "positions_angstrom": [[-2.66, 0.28, -0.81], [-0.27, -0.64, -1.91], [0.32, 0.30, -1.18], [0.99, 0.16, 0.17], [0.81, 1.32, 1.16], [0.35, 0.46, 2.21], [0.42, -0.67, 1.35], [-1.90, -2.21, 0.42], [-0.79, -0.42, -2.84], [-0.21, -1.69, -1.65], [-1.78, 0.56, -0.51], [0.49, 1.27, -1.66], [2.04, -0.07, -0.03], [0.05, 2.07, 0.86], [1.73, 1.81, 1.49], [1.04, -1.48, 1.76], [-0.61, -1.03, 1.17]]
}

=====

{
  "formula": "C5H10O2",
  "method": "ωB97M-V with the def2-TZVPD basis set",
  "de_lowest_kj_mol": 475.8,
  "total_energy_ha": -346.8442,
  "spin_multiplicity": 1,
  "homo_energy_ev": -8.86,
  "symbols": ["C", "C", "O", "C", "C", "C", "O", "H", "H", "H", "H", "H", "H", "H", "H", "H", "H"],
  "positions_angstrom": [[-1.75, -0.48, -0.33], [-0.73, 0.68, -0.37], [-0.93, 1.55, 0.72], [0.39, -0.91, 1.67], [0.80, 0.50, -0.78], [1.90, -0.11, 0.11], [1.42, -0.15, 1.47], [-2.72, -0.07, -0.62], [-1.51, -1.29, -1.02], [-1.89, -0.92, 0.67], [-1.05, 1.26, -1.24], [-0.95, 1.05, 1.54], [0.26, -1.49, 0.71], [0.81, -0.02, -1.75], [1.10, 1.53, -0.97], [2.81, 0.51, 0.12], [2.21, -1.13, -0.17]]
}

=====

{
  "formula": "C5H10O2",
  "method": "ωB97M-V with the def2-TZVPD basis set",
  "de_lowest_kj_mol": 165.1,
  "total_energy_ha": -346.9625,
  "spin_multiplicity": 1,
  "homo_energy_ev": -9.52,
  "symbols": ["C", "C", "O", "C", "C", "C", "O", "H", "H", "H", "H", "H", "H", "H", "H", "H", "H"],
  "positions_angstrom": [[2.39, -0.83, -0.20], [1.02, -0.92, 0.44], [0.37, 0.33, 0.29], [-1.04, 0.25, 0.19], [-1.64, 1.56, 0.68], [-1.32, 0.01, -1.28], [-1.71, -1.03, -1.74], [2.92, 0.06, 0.15], [2.99, -1.72, 0.05], [2.30, -0.77, -1.29], [0.44, -1.73, -0.03], [1.10, -1.16, 1.51], [-1.44, -0.59, 0.77], [-2.73, 1.52, 0.66], [-1.31, 1.76, 1.70], [-1.31, 2.39, 0.04], [-1.04, 0.87, -1.93]]
}

=====

{
  "formula": "C5H10O2",
  "method": "ωB97M-V with the def2-TZVPD basis set",
  "de_lowest_kj_mol": 329.3,
  "total_energy_ha": -346.9000,
  "spin_multiplicity": 1,
  "homo_energy_ev": -8.48,
  "symbols": ["C", "C", "C", "O", "C", "C", "H", "H", "H", "H", "H", "H", "H", "H", "O", "H", "H"],
  "positions_angstrom": [[2.62, 1.39, 1.77], [2.09, 1.27, 0.54], [1.02, 0.37, 0.14], [0.66, 0.54, -1.20], [0.18, -0.28, 0.96], [-1.13, -0.88, 0.42], [2.50, 0.65, 2.55], [3.47, 2.06, 1.81], [2.12, 2.23, 0.03], [1.40, 1.03, -1.57], [0.01, 0.08, 1.97], [-1.13, -0.57, -0.63], [-1.95, -0.63, 1.07], [-0.99, -1.98, 0.36], [-4.02, -1.75, -1.96], [-3.10, -1.78, -1.66], [-4.27, -2.55, -1.47]]
}

=====

{
  "formula": "C5H10O2",
  "method": "ωB97M-V with the def2-TZVPD basis set",
  "de_lowest_kj_mol": 260.1,
  "total_energy_ha": -346.9264,
  "spin_multiplicity": 1,
  "homo_energy_ev": -9.12,
  "symbols": ["C", "O", "C", "C", "C", "C", "O", "H", "H", "H", "H", "H", "H", "H", "H", "H", "H"],
  "positions_angstrom": [[-1.50, 1.14, 1.46], [-0.24, 0.58, 1.14], [0.29, 1.07, -0.09], [0.64, -0.04, -1.07], [1.62, -1.14, -0.70], [0.17, -1.47, -0.92], [-0.65, -1.89, 0.12], [-1.41, 2.22, 1.64], [-1.86, 0.65, 2.36], [-2.23, 0.98, 0.65], [-0.45, 1.74, -0.56], [1.18, 1.67, 0.13], [0.71, 0.32, -2.10], [2.38, -1.44, -1.42], [1.96, -1.15, 0.34], [-0.10, -2.00, -1.83], [-0.53, -1.23, 0.84]]
}

=====

{
  "formula": "C5H10O2",
  "method": "ωB97M-V with the def2-TZVPD basis set",
  "de_lowest_kj_mol": 627.7,
  "total_energy_ha": -346.7863,
  "spin_multiplicity": 1,
  "homo_energy_ev": -8.86,
  "symbols": ["O", "C", "C", "C", "C", "O", "C", "H", "H", "H", "H", "H", "H", "H", "H", "H", "H"],
  "positions_angstrom": [[2.27, 0.36, 0.87], [1.52, -0.59, 0.13], [0.08, -0.34, 0.45], [-0.36, 1.12, 0.42], [-1.78, 1.06, -0.12], [-1.78, -0.04, -0.99], [-0.72, -0.95, -0.68], [3.13, 0.42, 0.37], [1.81, -1.01, -1.42], [1.87, -1.61, 0.36], [-0.15, -0.82, 1.41], [-0.35, 1.61, 1.39], [0.20, 1.73, -0.30], [-2.10, 1.98, -0.62], [-2.47, 0.86, 0.71], [-0.40, -1.21, -1.69], [-0.76, -2.55, -0.27]]
}

=====

{
  "formula": "C5H10O2",
  "method": "ωB97M-V with the def2-TZVPD basis set",
  "de_lowest_kj_mol": 188.0,
  "total_energy_ha": -346.9538,
  "spin_multiplicity": 1,
  "homo_energy_ev": -9.74,
  "symbols": ["O", "C", "C", "C", "C", "O", "C", "H", "H", "H", "H", "H", "H", "H", "H", "H", "H"],
  "positions_angstrom": [[-0.65, -2.22, 0.36], [-0.85, -0.99, 1.05], [0.25, 0.12, 0.88], [1.11, -0.32, -0.31], [0.61, 0.56, -1.46], [-0.50, 1.31, -0.98], [-0.27, 1.50, 0.40], [-1.08, -2.22, -0.51], [-1.82, -0.57, 0.77], [-0.87, -1.31, 2.09], [0.82, 0.27, 1.80], [2.18, -0.27, -0.11], [0.87, -1.37, -0.48], [0.25, -0.02, -2.32], [1.41, 1.24, -1.80], [-1.19, 1.87, 0.85], [0.51, 2.28, 0.55]]
}

=====

{
  "formula": "C5H10O2",
  "method": "ωB97M-V with the def2-TZVPD basis set",
  "de_lowest_kj_mol": 203.1,
  "total_energy_ha": -346.9481,
  "spin_multiplicity": 1,
  "homo_energy_ev": -10.06,
  "symbols": ["C", "C", "C", "C", "O", "C", "O", "H", "H", "H", "H", "H", "H", "H", "H", "H", "H"],
  "positions_angstrom": [[-0.76, 0.79, -1.26], [0.04, -0.30, -0.59], [-0.37, -0.63, 0.84], [-0.23, 0.59, 1.75], [1.04, 1.20, 1.66], [0.80, -1.27, -1.37], [1.46, -0.17, -0.76], [-1.82, 0.53, -1.28], [-0.63, 1.73, -0.70], [-0.41, 0.96, -2.28], [0.25, -1.45, 1.21], [-1.41, -0.98, 0.85], [-0.39, 0.29, 2.80], [-1.01, 1.32, 1.51], [1.54, 0.79, 0.95], [0.77, -1.23, -2.46], [1.03, -2.24, -0.95]]
}

=====

{
  "formula": "C5H10O2",
  "method": "ωB97M-V with the def2-TZVPD basis set",
  "de_lowest_kj_mol": 316.1,
  "total_energy_ha": -346.9050,
  "spin_multiplicity": 1,
  "homo_energy_ev": -8.85,
  "symbols": ["C", "O", "C", "C", "C", "C", "O", "H", "H", "H", "H", "H", "H", "H", "H", "H", "H"],
  "positions_angstrom": [[-2.00, -1.57, -0.10], [-1.01, -0.84, 0.60], [-0.99, 0.49, 0.35], [0.07, 1.26, 0.63], [1.36, 0.69, 1.16], [2.31, 0.38, 0.03], [2.89, -0.67, -0.10], [-3.00, -1.14, 0.06], [-1.98, -2.58, 0.30], [-1.78, -1.60, -1.17], [-1.92, 0.91, -0.06], [-0.01, 2.32, 0.43], [1.84, 1.43, 1.82], [1.19, -0.22, 1.74], [2.45, 1.19, -0.71], [0.18, 0.17, -2.20], [0.38, -0.22, -2.80]]
}

=====

{
  "formula": "C5H10O2",
  "method": "ωB97M-V with the def2-TZVPD basis set",
  "de_lowest_kj_mol": 233.6,
  "total_energy_ha": -346.9364,
  "spin_multiplicity": 1,
  "homo_energy_ev": -8.95,
  "symbols": ["C", "C", "O", "C", "C", "H", "H", "H", "H", "H", "H", "H", "H", "C", "O", "H", "H"],
  "positions_angstrom": [[0.17, 1.08, 1.54], [-0.49, 0.81, 0.41], [-0.51, 1.75, -0.58], [-1.27, -0.46, 0.17], [-1.02, -1.14, -1.19], [0.21, 0.36, 2.34], [0.66, 2.04, 1.68], [-1.03, 1.41, -1.32], [-1.03, -1.16, 0.97], [-2.33, -0.22, 0.28], [-0.22, -1.88, -1.12], [-0.72, -0.43, -1.97], [-1.94, -1.63, -1.55], [2.38, -0.13, 0.08], [2.14, -1.29, -0.16], [2.12, 0.69, -0.62], [2.88, 0.19, 1.02]]
}

=====

{
  "formula": "C5H10O2",
  "method": "ωB97M-V with the def2-TZVPD basis set",
  "de_lowest_kj_mol": 441.3,
  "total_energy_ha": -346.8573,
  "spin_multiplicity": 1,
  "homo_energy_ev": -8.58,
  "symbols": ["C", "C", "C", "C", "O", "C", "O", "H", "H", "H", "H", "H", "H", "H", "H", "H", "H"],
  "positions_angstrom": [[-0.70, 2.45, -0.26], [-0.94, 1.06, 0.25], [0.94, -0.83, -0.32], [-0.23, -1.77, -0.72], [-1.01, -2.20, 0.38], [0.84, -0.28, 1.09], [0.04, 0.91, 1.12], [-0.52, 2.28, -1.33], [-1.54, 3.15, -0.18], [0.22, 2.86, 0.18], [1.90, -1.35, -0.40], [0.98, 0.01, -1.03], [0.18, -2.67, -1.18], [-0.88, -1.28, -1.46], [-1.56, -1.44, 0.62], [1.79, 0.13, 1.42], [0.49, -1.02, 1.80]]
}